{"formula": "C48H50N6O5STi", "method": "ωB97M-V with the def2-TZVPD basis set", "elements": ["Ti", "O", "C", "C", "C", "C", "C", "C", "C", "O", "N", "N", "C", "C", "C", "C", "C", "C", "C", "O", "H", "H", "H", "H", "H", "H", "H", "H", "H", "H", "C", "C", "C", "C", "C", "C", "C", "C", "C", "C", "C", "C", "N", "C", "O", "C", "C", "C", "C", "C", "N", "C", "O", "N", "C", "C", "C", "C", "C", "C", "C", "C", "C", "C", "C", "C", "H", "H", "H", "H", "H", "H", "H", "H", "H", "H", "H", "H", "H", "H", "H", "H", "H", "H", "H", "H", "H", "H", "H", "H", "H", "H", "H", "H", "H", "H", "H", "H", "H", "H", "H", "H", "H", "S", "C", "C", "N", "C", "H", "H", "H"], "xyz": [[0.200027, 0.146986, -0.682849], [2.028031, 1.346739, 4.368054], [3.162047, 0.904609, 3.645019], [4.307659, 0.651546, 4.443764], [5.491010, 0.217161, 3.845586], [5.627413, -0.014463, 2.467637], [4.513438, 0.276208, 1.687277], [3.173270, 0.638359, 2.376122], [1.956802, 0.716116, 1.352240], [2.069402, 0.324009, 0.244622], [1.025480, 1.385844, 1.906584], [-0.105546, 1.275254, 0.990141], [-1.272828, 1.713469, 1.730377], [-2.477472, 1.353765, 1.107818], [-3.694772, 1.859638, 1.688229], [-4.984956, 1.417919, 1.015211], [-5.076963, 0.198479, 0.343293], [-4.016060, -0.406063, -0.122326], [-2.652172, 0.342570, 0.114327], [-1.589065, -0.153180, -0.664525], [1.285224, 1.055165, 3.802183], [4.495055, 0.847631, 5.440593], [6.341762, -0.012322, 4.524211], [6.583241, -0.262642, 1.669331], [4.516154, 0.021754, 0.656446], [-0.874530, 2.089897, 2.563986], [-3.909029, 2.855572, 2.204817], [-6.021827, 1.819211, 1.397127], [-6.186176, -0.231602, 0.206337], [-9.346840, -2.320624, -2.278672], [-0.959016, 1.352264, -3.923832], [-2.005430, 2.320811, -3.282967], [-2.000872, 3.498201, -4.320960], [-1.853729, 3.008782, -1.956346], [-2.970381, 3.587671, -1.469520], [-2.869236, 4.455303, -0.406217], [-1.655944, 4.741550, 0.196104], [-0.507954, 4.126363, -0.290823], [0.795891, 4.594340, 0.447610], [2.270499, 4.050730, 0.040516], [0.648093, 4.702877, 2.077903], [-0.649878, 3.084824, -1.211208], [0.513599, 2.094530, -1.475195], [1.136373, 2.346740, -2.589839], [1.344377, 3.352066, -3.301094], [2.030068, 1.049152, -2.954802], [3.029603, 1.018915, -3.786279], [3.602201, -0.224956, -4.105001], [2.925611, -1.387038, -3.542567], [1.763428, -1.237119, -2.756157], [1.456961, -0.012875, -2.392132], [1.445502, -2.404216, -1.977016], [1.661037, -3.544836, -2.282664], [0.633289, -1.942133, -0.879431], [0.191368, -3.042470, -0.197438], [1.025204, -3.636012, 0.867373], [0.686414, -4.773101, 1.526824], [-0.445325, -5.402793, 1.173930], [-1.271837, -4.909684, 0.278249], [-1.087283, -3.811177, -0.437070], [-2.117659, -3.190360, -1.567530], [-1.544834, -3.502852, -2.940930], [-3.485054, -3.541025, -0.994294], [2.353204, -2.843430, 1.243509], [3.678502, -3.135465, 0.406187], [2.751379, -3.224740, 2.671461], [-0.063568, 1.882501, -4.425849], [-1.627186, 0.391471, -3.767999], [-8.709212, -1.869077, -1.648733], [-3.048658, 1.683645, -3.529041], [-1.080239, 4.041637, -4.482024], [-3.065459, 4.370739, -4.340553], [-2.423138, 3.041391, -5.313075], [-3.921321, 3.289395, -1.883738], [-3.843402, 4.849199, 0.073940], [-1.609291, 5.465816, 1.067020], [0.910499, 5.720818, 0.194330], [1.955622, 3.057016, -0.315554], [2.963214, 4.147020, 0.935455], [2.721698, 4.684633, -0.725998], [-0.479227, 5.061127, 2.271205], [0.999324, 3.790711, 2.532636], [1.435397, 5.742188, 2.260641], [3.534384, 2.281176, -4.034897], [4.449696, -0.252795, -4.377865], [3.485270, -2.397060, -3.548218], [1.297207, -5.336455, 2.193959], [-0.831912, -6.362126, 1.760355], [-2.215067, -5.518304, 0.130727], [-2.048194, -2.239756, -1.291658], [-2.555626, -4.217323, -3.536763], [-0.472355, -3.820449, -2.742425], [-1.510110, -2.348395, -3.770964], [-3.664512, -4.814281, -1.036520], [-4.207456, -3.240951, -1.872376], [-3.984472, -2.725982, -0.152618], [2.216535, -1.820165, 1.053185], [4.198609, -4.322423, 0.607363], [4.408795, -2.274257, 0.476047], [3.305142, -3.157706, -0.697926], [3.664854, -4.018734, 2.672928], [2.134080, -3.270777, 3.485694], [3.407880, -2.305571, 3.349300], [-1.075976, -2.405749, 4.547080], [-2.236328, -2.587016, 3.283717], [-1.903740, -1.946181, 2.205522], [-0.804569, -1.153672, 2.221024], [-0.103942, -1.405058, 3.500861], [-3.035929, -3.221273, 3.596098], [-2.589377, -1.532387, 1.296657], [0.936154, -0.612413, 3.847750]], "atomic_forces_ev_per_a": [[0.5, 0.1, -0.1], [1.2, -1.1, -0.6], [-0.7, 0.9, 5.8], [1.8, -0.5, -3.0], [0.9, -0.5, 0.8], [0.6, 0.6, -3.9], [-2.5, -0.3, 3.5], [2.5, -1.6, -8.0], [3.6, 2.7, 7.5], [0.7, -2.7, -5.7], [-3.3, 0.0, -0.9], [-3.2, 2.1, 5.1], [5.0, -4.0, -8.0], [-2.1, 0.0, 1.1], [-5.2, 0.4, -3.2], [0.8, 1.7, 4.3], [-4.0, 1.2, 0.5], [6.2, -0.6, -1.4], [-1.5, -2.0, -1.5], [-3.0, 1.4, 1.8], [-0.2, 1.1, -0.3], [-0.9, 0.5, 2.1], [-0.6, 0.3, -0.5], [-2.2, 0.4, 3.3], [-0.3, 0.3, -0.8], [0.0, 1.9, 3.7], [1.3, -1.6, -0.3], [2.2, -0.2, -0.6], [2.2, 0.7, 0.2], [2.9, 2.0, 2.9], [-2.4, 0.3, 1.5], [-0.9, -0.3, -2.9], [-5.5, 0.8, -2.7], [1.7, -2.2, 0.2], [-0.9, 0.9, 0.7], [-2.3, 0.8, 1.8], [-0.6, 1.1, 0.0], [1.4, -0.5, 1.7], [1.2, 2.4, 0.6], [-2.0, 0.3, 1.2], [0.1, 4.0, -2.4], [2.0, -0.3, -1.1], [-3.9, 2.6, -0.1], [4.1, -0.5, -1.1], [-1.0, -0.5, 0.7], [-5.3, 1.9, 2.7], [4.8, 3.3, -3.0], [-12.4, -0.5, 5.9], [2.3, 0.4, -1.5], [4.8, 0.7, -1.8], [-0.9, -0.8, -0.3], [-4.7, 2.1, 3.3], [1.0, -1.3, -0.6], [1.7, -1.2, -2.7], [-1.8, -4.4, 3.4], [1.4, 3.6, -2.3], [0.8, -0.7, 0.1], [-0.7, -4.2, 3.6], [-4.7, -2.2, -1.6], [2.7, 5.3, -2.9], [1.6, -4.2, 3.6], [-3.1, 1.7, -3.0], [-3.9, -1.1, -2.8], [0.9, -3.1, 0.5], [-0.7, -2.3, -2.1], [6.4, 2.3, 1.1], [-1.6, -2.0, 0.5], [3.1, 0.9, -1.3], [-2.9, -2.0, -2.9], [2.3, 2.1, 1.6], [0.2, 0.0, 0.3], [3.3, -2.2, 1.0], [1.6, 0.5, 1.3], [-0.2, 0.3, -0.1], [1.7, -0.5, -0.9], [-0.2, -0.9, -1.5], [-0.8, -1.6, 0.1], [1.6, 0.1, 0.3], [-1.0, -0.7, -0.9], [-0.3, -0.3, -0.3], [3.0, -1.1, 0.3], [-0.1, -0.1, 0.5], [-2.3, -3.3, 0.2], [-1.7, -4.4, 0.4], [11.2, -0.8, -4.4], [-1.4, 1.7, -0.3], [0.8, 0.4, 0.7], [1.2, 1.9, -1.2], [1.0, 1.0, 0.0], [0.5, 4.5, 0.3], [3.8, 1.6, 1.5], [-1.6, -0.4, -1.3], [-0.1, -3.5, 2.7], [0.3, 3.6, 0.8], [0.9, -0.5, 1.3], [2.0, -2.5, -1.9], [-0.6, 1.4, 0.2], [-1.5, 3.8, -0.4], [-0.6, -1.3, 0.3], [1.1, -0.1, 1.8], [-2.7, 1.3, 0.2], [-2.6, -1.2, 1.3], [-1.2, -1.8, -2.6], [1.2, 0.9, -1.2], [-0.4, -2.2, 3.7], [-1.4, 4.3, -5.0], [3.9, -1.7, 5.4], [-0.2, 3.4, -2.9], [-0.7, -0.1, -0.6], [1.2, -2.2, 2.0], [-3.6, -3.3, -1.1]], "mulliken_spin": [0.7650, -0.0009, -0.0110, 0.0007, -0.0022, 0.0026, -0.0049, 0.0216, 0.0739, -0.1207, -0.0087, -0.1754, 0.1696, 0.0419, 0.0506, -0.0415, 0.0459, -0.0482, 0.0996, 0.0118, -0.0020, 0.0000, 0.0000, 0.0001, 0.0001, -0.0393, 0.0012, 0.0000, -0.0003, 0.0000, 0.8139, 0.0593, 0.0388, 0.0231, 0.0088, -0.0039, 0.0169, 0.0163, -0.0005, -0.0012, 0.0035, -0.0732, -0.0687, 0.0955, 0.0080, 0.0843, 0.0091, 0.0252, -0.0098, 0.0796, -0.1121, 0.0003, -0.0031, 0.0641, 0.0051, -0.0165, 0.0014, 0.0003, -0.0004, -0.0051, -0.0036, -0.0001, -0.0003, -0.0173, -0.0009, 0.0002, -0.0312, 0.0504, 0.0000, 0.0246, -0.0094, 0.0239, -0.0064, 0.0008, 0.0006, -0.0006, 0.0001, 0.0152, 0.0003, -0.0011, 0.0022, -0.0044, -0.0001, 0.0003, 0.0057, -0.0005, -0.0002, 0.0000, 0.0004, -0.0009, 0.0003, -0.0004, 0.0005, 0.0001, 0.0002, -0.0005, 0.0252, 0.0002, -0.0003, -0.0002, 0.0001, -0.0003, -0.0002, 0.0003, 0.0005, -0.0018, 0.0333, 0.0054, 0.0003, -0.0001, 0.0018], "charge": -2, "spin_multiplicity": 3, "s_squared": 2.04, "gap_ev": [5.43, 5.63], "e_homo_ev": [-1.41, -1.61]}


{"formula": "C48H53ClMgN2O2P2S3Si2Te", "method": "ωB97M-V with the def2-TZVPD basis set", "elements": ["Mg", "S", "P", "C", "P", "S", "C", "C", "C", "C", "C", "C", "C", "C", "C", "C", "C", "C", "C", "C", "C", "C", "C", "C", "C", "C", "C", "C", "C", "C", "H", "H", "H", "H", "H", "H", "H", "H", "H", "H", "H", "H", "H", "H", "H", "H", "H", "H", "H", "H", "O", "S", "O", "N", "C", "C", "C", "C", "C", "C", "C", "C", "N", "C", "C", "C", "C", "C", "C", "C", "H", "H", "H", "H", "H", "H", "H", "H", "H", "H", "H", "Cl", "C", "Si", "C", "C", "C", "Te", "C", "Si", "C", "C", "C", "H", "H", "H", "H", "H", "H", "H", "H", "H", "H", "H", "H", "H", "H", "H", "H", "H", "H", "H", "H", "H", "H"], "xyz": [[0.314438, 1.115132, 0.661252], [-0.291802, 0.242772, 4.775620], [-0.209398, -0.992878, 3.192037], [-0.761731, -0.547971, 1.646621], [-2.400496, -0.225127, 1.380009], [-2.793662, 1.636458, 0.770300], [-3.485062, -0.634999, 2.819310], [-4.136818, -1.860485, 2.952711], [-4.912882, -2.134975, 4.071066], [-5.039178, -1.189824, 5.079152], [-4.385368, 0.029420, 4.960766], [-3.618116, 0.304854, 3.838356], [-3.164681, -1.377402, 0.157923], [-2.522710, -2.556188, -0.192394], [-3.178223, -3.526841, -0.943494], [-4.482608, -3.314303, -1.362438], [-5.114984, -2.112080, -1.061379], [-4.457955, -1.149104, -0.311012], [1.529764, -1.538234, 2.981518], [2.442137, -1.443307, 4.026999], [3.741278, -1.908639, 3.867707], [4.139756, -2.467198, 2.661600], [3.239238, -2.549263, 1.608787], [1.941986, -2.085832, 1.767681], [-0.964684, -2.596272, 3.749802], [-1.574826, -2.731975, 4.990707], [-2.160759, -3.936542, 5.363463], [-2.134334, -5.024233, 4.503628], [-1.508410, -4.905139, 3.268015], [-0.928802, -3.700726, 2.899743], [-4.036383, -2.617082, 2.184771], [-5.403675, -3.097609, 4.157886], [-5.637600, -1.405249, 5.957881], [-4.463627, 0.769577, 5.749257], [-3.109553, 1.255504, 3.742559], [-1.502322, -2.693263, 0.140472], [-2.665903, -4.447629, -1.200544], [-4.999167, -4.070347, -1.943995], [-6.124425, -1.927898, -1.411665], [-4.939976, -0.209749, -0.065212], [2.119208, -0.981590, 4.952509], [4.449760, -1.814012, 4.683591], [5.161359, -2.804740, 2.527973], [3.558347, -2.928221, 0.645490], [1.250553, -2.091274, 0.932938], [-1.599392, -1.868224, 5.644418], [-2.652959, -4.018013, 6.326331], [-2.597749, -5.961129, 4.792244], [-1.475237, -5.750025, 2.589052], [-0.435679, -3.608892, 1.941552], [2.357134, -0.484640, -1.218263], [3.316968, 0.274250, -0.439460], [4.476173, -0.447841, 0.036088], [2.488174, 1.047919, 0.669220], [3.118017, 1.780480, 1.665143], [4.474151, 1.902259, 1.895672], [4.963121, 2.696634, 2.954010], [4.131184, 3.380792, 3.791751], [2.732195, 3.293847, 3.589308], [1.787696, 3.979617, 4.387610], [0.456168, 3.861254, 4.125408], [0.045216, 3.035175, 3.061325], [0.897286, 2.393599, 2.307945], [2.229400, 2.502537, 2.540706], [3.993361, 1.527762, -1.524268], [3.427378, 2.790166, -1.602575], [3.962978, 3.718299, -2.486698], [5.045779, 3.384998, -3.286599], [5.609325, 2.116874, -3.198662], [5.088152, 1.189034, -2.310164], [5.176287, 1.360514, 1.279791], [6.036953, 2.752199, 3.097153], [4.515784, 3.986538, 4.604280], [2.143651, 4.594671, 5.207317], [-0.289652, 4.365662, 4.724759], [-1.004009, 2.897126, 2.822119], [2.562043, 3.045198, -1.001228], [3.516590, 4.703545, -2.551369], [5.453670, 4.112033, -3.979737], [6.458943, 1.853741, -3.818042], [5.525514, 0.203101, -2.214116], [0.085981, 3.284263, -0.645561], [0.102707, 4.693563, -4.010264], [-0.818432, 3.381608, -4.967914], [0.284622, 2.730476, -6.345516], [-2.329892, 4.167221, -5.784359], [-1.365837, 2.006068, -3.833945], [0.305737, 1.013818, -2.918498], [0.435835, -0.517134, -4.448663], [-0.545901, -2.033114, -3.988279], [-0.384773, -3.334290, -5.352349], [0.127806, -2.757169, -2.403574], [-2.353936, -1.570989, -3.857427], [0.451430, 5.486073, -4.680651], [0.962191, 4.256877, -3.496432], [-0.530206, 5.135867, -3.236932], [0.681297, 3.564463, -6.933550], [-0.262270, 2.071000, -7.025999], [1.133156, 2.178611, -5.934083], [-2.042892, 4.981961, -6.457073], [-3.005929, 4.576860, -5.028720], [-2.888081, 3.429537, -6.368322], [-1.973912, 1.248798, -4.335196], [-1.947740, 2.393451, -2.993090], [1.500977, -0.735502, -4.561343], [0.093670, -0.062978, -5.381972], [0.658189, -3.638611, -5.481159], [-0.742592, -2.946475, -6.311102], [-0.968099, -4.229134, -5.112624], [1.194568, -2.977952, -2.503709], [-0.394870, -3.681948, -2.141829], [0.022678, -2.056245, -1.572177], [-2.705689, -1.119516, -4.791232], [-2.520449, -0.858513, -3.044226], [-2.971672, -2.447497, -3.652202]], "atomic_forces_ev_per_a": [[-0.3, 0.4, 0.1], [0.0, -0.1, 0.0], [0.0, 0.1, 0.1], [0.1, 0.0, -0.1], [-0.1, 0.1, 0.1], [0.0, 0.0, 0.0], [0.0, 0.0, 0.0], [0.0, 0.0, 0.0], [0.0, 0.0, 0.0], [0.0, 0.0, 0.0], [0.0, 0.0, 0.0], [0.0, 0.0, 0.0], [0.0, 0.0, 0.0], [0.0, 0.0, 0.0], [0.0, 0.0, 0.0], [0.0, 0.0, 0.0], [0.0, 0.0, 0.0], [0.0, 0.0, 0.0], [0.0, 0.0, -0.1], [0.0, 0.0, 0.0], [0.0, 0.0, 0.0], [0.0, 0.0, 0.0], [0.0, -0.1, 0.0], [0.0, 0.0, 0.0], [0.0, 0.0, 0.0], [0.0, 0.0, 0.0], [0.0, 0.0, 0.0], [0.0, 0.0, 0.0], [0.0, 0.0, 0.0], [0.0, 0.0, 0.0], [0.0, 0.0, 0.0], [0.0, 0.0, 0.0], [0.0, 0.0, 0.0], [0.0, 0.0, 0.0], [0.0, 0.0, 0.0], [0.0, -0.1, 0.1], [0.0, 0.0, 0.0], [0.0, 0.0, 0.0], [0.0, 0.0, 0.0], [0.0, 0.0, 0.0], [0.0, 0.0, 0.0], [0.0, 0.0, 0.0], [0.0, 0.0, 0.0], [0.0, 0.0, 0.1], [0.0, 0.0, 0.0], [0.0, 0.0, 0.0], [0.0, 0.0, 0.0], [0.0, 0.0, 0.0], [0.0, 0.0, 0.0], [0.0, 0.0, -0.1], [0.1, 0.0, 0.0], [-0.1, 0.2, 0.0], [0.1, 0.0, 0.0], [0.1, -0.2, -0.1], [-0.1, 0.1, 0.0], [0.0, 0.0, 0.0], [0.0, 0.0, 0.0], [0.0, 0.0, 0.0], [0.0, 0.0, 0.0], [0.0, 0.0, 0.0], [0.0, 0.0, 0.0], [0.0, 0.0, 0.0], [0.0, 0.0, 0.0], [0.0, 0.0, 0.0], [0.0, 0.0, 0.0], [0.0, 0.0, 0.0], [0.0, 0.0, 0.0], [0.0, 0.0, 0.0], [0.0, 0.0, 0.0], [0.0, 0.0, 0.0], [0.0, 0.0, 0.0], [0.0, 0.0, 0.0], [0.0, 0.0, 0.0], [0.0, 0.0, 0.0], [0.0, 0.0, 0.0], [0.0, 0.0, 0.0], [0.0, 0.0, 0.0], [0.0, 0.0, 0.0], [0.0, 0.0, 0.0], [0.0, 0.0, 0.0], [0.0, 0.0, 0.0], [0.0, -0.2, 0.0], [0.0, 0.0, 0.0], [0.0, 0.0, 0.1], [0.0, 0.0, 0.0], [0.0, 0.0, 0.0], [-0.1, 0.0, 0.0], [0.1, 0.0, 0.0], [0.0, 0.0, 0.0], [0.0, 0.0, 0.0], [0.0, 0.0, 0.0], [0.0, -0.1, 0.0], [-0.1, 0.0, 0.0], [0.0, 0.0, 0.0], [0.0, 0.0, 0.0], [0.0, 0.0, 0.0], [0.0, 0.0, 0.0], [0.0, 0.0, 0.0], [0.0, 0.0, 0.0], [0.0, 0.0, 0.0], [0.0, 0.0, 0.0], [0.0, 0.0, 0.0], [0.0, 0.0, 0.0], [0.0, 0.0, 0.0], [0.0, 0.0, 0.0], [0.0, 0.0, 0.0], [0.0, 0.0, 0.0], [0.0, 0.0, 0.0], [0.0, 0.0, 0.0], [0.0, 0.0, 0.0], [0.0, 0.0, 0.0], [0.0, 0.0, 0.0], [0.0, 0.0, 0.0], [0.0, 0.0, 0.0], [0.0, 0.0, 0.0]], "lowdin_charge": [0.2674, 0.2373, 0.3961, -0.5982, 0.3336, 0.2036, -0.3178, -0.0871, -0.1084, -0.1153, -0.0970, -0.1330, -0.3394, -0.1028, -0.1076, -0.1242, -0.0990, -0.1072, -0.3280, -0.1093, -0.0990, -0.1048, -0.1053, -0.1100, -0.3080, -0.1199, -0.1079, -0.1189, -0.0990, -0.0906, 0.1022, 0.0939, 0.0870, 0.0946, 0.0703, 0.0721, 0.0956, 0.0906, 0.0915, 0.0837, 0.0524, 0.0890, 0.0928, 0.0996, 0.0810, 0.0464, 0.0926, 0.0856, 0.0917, 0.0881, -0.4033, 0.5533, -0.3162, -0.1665, -0.2404, -0.0238, -0.0950, -0.0705, -0.1575, -0.0222, -0.0576, -0.1708, 0.0383, -0.1447, -0.2654, -0.0888, -0.0788, -0.1029, -0.0989, -0.0673, 0.0924, 0.0935, 0.0955, 0.1069, 0.1002, 0.0809, 0.0261, 0.1025, 0.0909, 0.0915, 0.1081, -0.1261, -0.2035, 0.3675, -0.1998, -0.1983, -0.5774, 1.2412, -0.5753, 0.3748, -0.1976, -0.1821, -0.1829, 0.0234, -0.0073, 0.0245, 0.0213, 0.0233, 0.0140, 0.0172, 0.0243, 0.0191, -0.0052, 0.0041, 0.0050, -0.0086, 0.0195, 0.0177, 0.0183, 0.0367, 0.0213, 0.0076, 0.0281, 0.0283, 0.0163], "charge": -2, "gap_ev": 5.63, "e_homo_ev": -1.84}


Number 1: E_tot -103694.2405 eV. Number 2: E_tot -149820.9352 eV.